# C4H8O2

One molecule with the formula C4H8O2 in a non-equilibrium geometry (the ωB97M-V functional and the def2-TZVPD basis, the Open Molecules 2025 dataset).

Element x y z (Å)
C  1.51896  1.56356  0.11081
O  0.95693  0.31385  -0.45726
C  -0.09088  -0.27410  0.20633
C  -0.30094  -1.74835  -0.03239
C  -1.60817  0.24142  -0.41580
O  -2.67644  0.31974  0.07797
H  2.36526  1.81547  -0.49463
H  1.80143  1.48909  1.26175
H  0.77298  2.38911  -0.02973
H  -0.15407  -0.01988  1.40712
H  0.48694  -2.42473  0.46322
H  -0.27220  -1.98152  -1.10566
H  -1.29662  -1.91257  0.52357
H  -1.50317  0.22892  -1.51532

Cartesian forces, eV/Å:
-1.7 -0.6 1.4
1.3 1.0 0.6
-3.3 1.9 2.8
0.5 -1.1 1.7
3.0 -1.1 -0.6
-0.6 0.3 1.2
0.6 -0.2 -0.2
-0.6 -0.1 -2.4
0.5 -0.7 0.3
0.5 -0.6 -2.8
-1.0 1.1 -0.6
-0.5 0.0 0.3
1.4 -0.4 -1.3
0.1 0.4 -0.4

Output
LUMO: 1.0 eV
Energy relative to the best compared isomer or geometry (same formula, charge and spin): 274.9 kJ/mol
Gap between HOMO and LUMO: 9.86 eV
Total charge: 0



# C4H8O2

One molecule with the formula C4H8O2 in a non-equilibrium geometry (the ωB97M-V functional and the def2-TZVPD basis, the Open Molecules 2025 dataset).

Element x y z (Å)
C  0.23790  -0.27449  1.96923
C  1.14457  -0.27355  0.77981
O  0.57301  0.33227  -0.34380
C  -0.34145  -0.29974  -1.08207
C  -1.00192  0.77013  -1.97399
O  -0.61274  -1.48770  -0.98872
H  0.71997  -0.57814  2.86072
H  -0.17585  0.73073  2.22020
H  -0.68999  -0.86276  1.81681
H  2.16696  0.15712  0.90442
H  1.30749  -1.33922  0.45728
H  -0.10707  1.21373  -2.44984
H  -1.51027  1.46969  -1.34659
H  -1.71061  0.44191  -2.82345

Cartesian forces, eV/Å:
-1.9 1.5 0.0
1.3 -2.5 -0.5
-0.2 1.5 -0.5
-1.6 -1.3 -0.2
0.5 -1.4 -1.9
0.5 1.7 -0.2
0.6 -0.7 0.8
0.6 -0.3 -0.4
0.8 -0.1 -0.1
-1.0 0.0 0.2
0.1 0.7 0.6
-0.7 0.4 0.1
-0.1 0.6 0.4
1.2 0.0 1.7

Output
LUMO: 0.9 eV
Energy relative to the best compared isomer or geometry (same formula, charge and spin): 74.0 kJ/mol
Gap between HOMO and LUMO: 11.29 eV
Total charge: 0



# C4H8O2

One molecule with the formula C4H8O2 (the ωB97M-V functional and the def2-TZVPD basis, the Open Molecules 2025 dataset).

Element x y z (Å)
C  -1.33243  0.39796  -1.36015
C  -0.82957  0.49906  -0.13832
O  -1.65939  0.69857  0.92986
C  0.64276  0.35217  0.20349
C  0.87814  -1.01622  0.86228
O  1.49296  0.54153  -0.89692
H  -2.38900  0.49605  -1.52410
H  -0.70952  0.24056  -2.21947
H  -1.14291  0.84766  1.72957
H  0.92343  1.14994  0.90616
H  0.62245  -1.80901  0.16093
H  0.26429  -1.13340  1.75196
H  1.92472  -1.11566  1.13971
H  1.31407  -0.14922  -1.54500

Cartesian forces, eV/Å:
0.0 0.0 0.2
0.2 0.1 -0.1
0.0 0.0 0.1
-0.2 -0.3 0.3
0.1 0.4 -0.1
0.1 0.0 -0.2
-0.3 0.0 0.0
0.2 0.0 -0.1
0.0 0.0 -0.1
-0.1 -0.1 -0.1
-0.1 -0.1 0.0
-0.1 -0.1 0.1
0.1 0.0 0.0
0.0 0.0 0.0

Output
LUMO: 0.8 eV
Energy relative to the best compared isomer or geometry (same formula, charge and spin): 137.8 kJ/mol
Gap between HOMO and LUMO: 9.78 eV
Total charge: 0



# C4H8O2

A 2-piece molecular cluster, C4H8O2 overall in a non-equilibrium geometry (the ωB97M-V functional and the def2-TZVPD basis, the Open Molecules 2025 dataset).

Element x y z (Å)
C  -1.00373  0.26641  0.43744
C  0.43224  0.11569  0.67550
C  -1.17227  -1.19208  0.49682
C  1.46117  -0.27275  -0.30926
O  -1.31771  0.53572  -0.86571
O  -0.26755  2.05945  -0.84547
H  0.03312  1.84297  -1.74014
H  -1.52407  0.83417  1.21305
H  0.79437  0.33006  1.67786
H  -1.85433  -1.62948  1.21431
H  -0.81239  -1.83452  -0.29282
H  2.08095  -1.09277  0.06760
H  2.12795  0.58286  -0.46081
H  1.02226  -0.54574  -1.26837

Cartesian forces, eV/Å:
0.5 -0.2 -1.0
-1.4 -1.7 1.1
1.0 0.2 1.0
0.1 -0.2 -0.2
1.2 2.7 0.2
-1.4 -1.3 -0.9
0.0 0.3 0.0
-0.1 -0.1 -0.2
-0.3 -0.2 0.0
0.3 0.0 0.2
0.1 0.3 -0.1
-0.1 0.1 -0.1
-0.1 0.0 0.0
0.1 0.0 0.0

Output
LUMO (alpha / beta): -0.5 / -0.8 eV
Energy relative to the best compared isomer or geometry (same formula, charge and spin): 712.2 kJ/mol
Gap between HOMO and LUMO (alpha / beta): 7.83 / 7.56 eV
Total charge: 0



# C4H8O2

One molecule with the formula C4H8O2 in a non-equilibrium geometry (the ωB97M-V functional and the def2-TZVPD basis, the Open Molecules 2025 dataset).

Element x y z (Å)
C  2.05253  0.55975  -0.56872
O  0.67978  0.73634  -0.33203
C  0.20105  -0.25732  0.46689
C  -1.29389  -0.31072  0.67777
C  -2.26970  0.27059  -0.23751
O  -3.45286  0.40719  -0.00504
H  2.41613  1.41135  -1.13743
H  2.23908  -0.36496  -1.13286
H  2.60106  0.49467  0.38019
H  0.69703  -0.37998  1.43085
H  0.52066  -1.34799  -0.10354
H  -1.66380  -0.43619  1.70248
H  -0.90359  -1.26010  0.08507
H  -1.82348  0.47737  -1.22615

Cartesian forces, eV/Å:
0.5 0.0 0.0
0.0 0.9 0.0
2.1 -2.1 -0.8
0.1 -2.0 -0.7
-0.1 0.0 -0.4
0.7 0.1 0.0
-0.1 0.0 0.0
-0.1 0.1 0.0
0.0 0.1 -0.1
0.2 0.3 0.2
0.3 2.4 1.1
0.4 -0.1 -0.4
-3.8 0.1 1.4
-0.3 0.3 -0.2

Output
LUMO: 0.7 eV
Energy relative to the best compared isomer or geometry (same formula, charge and spin): 386.3 kJ/mol
Gap between HOMO and LUMO: 10.29 eV
Total charge: 0



# C4H8O2

One molecule with the formula C4H8O2 (the ωB97M-V functional and the def2-TZVPD basis, the Open Molecules 2025 dataset).

Element x y z (Å)
C  -0.60101  -0.23805  -1.61768
C  -0.59395  0.41901  -0.25757
O  -1.16233  -0.39703  0.78886
C  -0.04691  -0.12921  1.65144
C  0.74653  0.51282  0.50491
O  1.82220  -0.23104  -0.00301
H  -0.20472  -1.25703  -1.56511
H  -1.61840  -0.29140  -2.01653
H  0.01858  0.33945  -2.31174
H  -1.10875  1.38998  -0.29808
H  0.39053  -1.04320  2.07354
H  -0.31113  0.55551  2.46801
H  1.13035  1.52135  0.67167
H  1.53902  -1.15115  -0.08873

Cartesian forces, eV/Å:
0.0 0.0 0.0
0.0 0.2 -0.3
-0.1 -0.1 0.0
0.2 0.0 0.3
-0.1 0.3 0.1
0.0 -0.3 0.0
0.0 0.1 0.0
0.1 0.0 0.1
-0.1 -0.1 0.1
0.1 -0.1 0.0
-0.1 0.1 -0.1
0.0 -0.1 -0.1
-0.1 -0.1 0.0
0.1 0.1 0.0

Output
LUMO: 1.0 eV
Energy relative to the best compared isomer or geometry (same formula, charge and spin): 178.6 kJ/mol
Gap between HOMO and LUMO: 10.89 eV
Total charge: 0



# C4H8O2

One molecule with the formula C4H8O2 (the ωB97M-V functional and the def2-TZVPD basis, the Open Molecules 2025 dataset).

Element x y z (Å)
O  -1.51805  1.40228  -0.63223
C  -0.23194  1.29123  -1.20042
C  0.57738  0.47758  -0.21654
C  -0.10572  -0.84266  0.15951
C  0.39495  -1.48743  1.35954
O  -0.95328  -1.05052  1.31341
H  -1.56497  0.65715  -0.01257
H  -0.27135  0.81845  -2.19746
H  0.22263  2.28390  -1.32991
H  1.57217  0.21688  -0.60436
H  0.72911  1.09516  0.67880
H  -0.48505  -1.45369  -0.66353
H  0.99702  -0.86401  2.02123
H  0.63710  -2.54433  1.32452

Cartesian forces, eV/Å:
-0.3 0.0 0.0
0.3 -0.1 -0.1
-0.1 -0.1 0.1
0.7 0.0 -0.4
0.4 -0.2 0.0
0.0 0.5 -0.1
-0.6 0.5 -0.1
0.0 0.0 0.2
-0.3 -0.1 0.0
-0.2 0.0 0.0
0.0 -0.3 0.0
0.5 0.1 0.0
0.1 -0.3 -0.1
-0.4 -0.1 0.3

Output
LUMO: 1.0 eV
Energy relative to the best compared isomer or geometry (same formula, charge and spin): 238.6 kJ/mol
Gap between HOMO and LUMO: 11.35 eV
Total charge: 0



# C4H8O2

One molecule with the formula C4H8O2 in a non-equilibrium geometry (the ωB97M-V functional and the def2-TZVPD basis, the Open Molecules 2025 dataset).

Element x y z (Å)
C  -2.10370  -0.15505  0.65079
C  -0.72380  0.10179  -0.14337
O  -1.10814  1.20134  -0.50334
C  0.85854  0.07848  0.13051
C  1.71909  -0.77157  -0.79996
O  1.29590  1.41222  0.06584
H  -2.82257  -0.57631  -0.05098
H  -2.57002  0.77278  1.08890
H  -1.81683  -0.78407  1.46069
H  0.96240  -0.29820  1.15994
H  1.51397  -1.83256  -0.63684
H  2.78430  -0.58503  -0.60837
H  1.51792  -0.52682  -1.84673
H  0.49294  1.96301  0.03292

Cartesian forces, eV/Å:
0.7 -2.0 0.6
-2.3 3.3 2.2
1.9 1.9 -3.1
-0.3 -0.6 0.1
-0.3 -0.1 0.0
-0.1 -0.3 0.1
0.1 -0.4 0.3
1.2 -0.8 -0.8
-0.7 -1.2 0.8
-0.1 0.0 -0.1
0.0 0.0 -0.1
-0.4 0.0 0.1
0.0 0.0 0.1
0.3 -0.1 -0.3

Output
LUMO: 0.3 eV
Energy relative to the best compared isomer or geometry (same formula, charge and spin): 309.9 kJ/mol
Gap between HOMO and LUMO: 9.47 eV
Total charge: 0



# C4H8O2

One molecule with the formula C4H8O2 (the ωB97M-V functional and the def2-TZVPD basis, the Open Molecules 2025 dataset).

Element x y z (Å)
C  0.37291  1.30456  1.19912
C  0.98116  0.70553  -1.19095
O  0.64943  -0.02336  0.69900
C  -0.43714  -0.91848  0.44509
C  -0.66053  -0.93102  -1.08876
O  -0.28520  0.37503  -1.48541
H  -0.28472  1.89408  0.54671
H  1.33299  1.83043  1.23178
H  -0.04730  1.21254  2.19969
H  1.61761  -0.20389  -1.29189
H  -0.16320  -1.92366  0.79512
H  -1.34207  -0.60472  0.97509
H  -1.70529  -1.10321  -1.37016
H  -0.02043  -1.67349  -1.58567

Cartesian forces, eV/Å:
-0.2 -0.1 0.4
0.0 -0.2 -0.8
0.1 0.2 0.1
-0.1 0.1 0.1
0.1 -0.1 0.1
0.2 0.2 -0.2
0.0 -0.4 0.1
-0.3 -0.3 0.1
-0.1 0.1 0.1
-0.2 -0.1 -0.1
0.1 0.4 0.0
0.1 0.1 -0.1
0.2 0.0 0.1
0.0 0.1 0.1

Output
LUMO: 0.9 eV
Energy relative to the best compared isomer or geometry (same formula, charge and spin): 488.6 kJ/mol
Gap between HOMO and LUMO: 8.95 eV
Total charge: 0



# C4H8O2

C4H8O2 as an isolated structure (the ωB97M-V functional and the def2-TZVPD basis, the Open Molecules 2025 dataset).

Element x y z (Å)
C  1.20263  1.56249  1.28593
O  0.03482  0.92330  0.83737
C  0.27333  -0.39362  0.42823
C  -1.05531  -1.09980  0.18999
C  -1.26111  -1.08474  -1.60130
O  -0.82191  -2.12104  -0.77360
H  1.61462  1.06451  2.17786
H  1.98286  1.58078  0.50791
H  0.93515  2.59003  1.54326
H  0.73020  -0.99452  1.23868
H  0.97833  -0.43215  -0.42544
H  -1.74670  -0.33907  -0.76535
H  -0.48245  -0.55436  -2.14989
H  -2.15270  -1.36190  -2.16695

Cartesian forces, eV/Å:
0.3 0.2 0.1
-0.1 0.0 0.0
0.0 -0.2 -0.1
0.2 0.0 0.1
0.0 0.0 -0.4
0.1 -0.1 0.1
-0.1 0.1 -0.1
-0.1 0.0 0.1
0.0 -0.2 0.0
-0.1 0.1 -0.1
-0.2 0.0 0.1
-0.1 0.1 0.0
-0.1 -0.1 0.1
0.1 0.1 0.1

Output
LUMO: 0.9 eV
Energy relative to the best compared isomer or geometry (same formula, charge and spin): 565.3 kJ/mol
Gap between HOMO and LUMO: 9.43 eV
Total charge: 0